DFT (ωB97M-V/def2-TZVPD) results for 4 unconnected molecules or ions with the total composition C28H66O4P.

## Properties
- Total energy: -47569.601 eV
- LUMO level: -2.529 eV
- Frontier orbital gap: 8.7282 eV
- Net charge: +1

Each line ends with the Mulliken charge.
Cartesian coordinates (Å):
C: 2.87130 -4.41980 4.58600  -0.282
O: 1.64144 -5.09593 4.13411  -0.383
C: 1.45708 -4.99223 2.67700  -0.342
C: -0.06723 -4.44501 2.40761  0.283
C: -0.59711 -4.65286 0.86720  -0.830
C: -0.56171 -3.29498 -0.05668  -0.539
C: -1.34151 -2.02749 0.65757  -0.700
C: -0.13103 -0.98260 1.14739  1.311
C: -0.50727 -0.23413 2.59553  -0.221
C: 0.37774 -0.72024 3.85367  0.553
C: 1.24373 0.34545 4.68518  -0.513
C: 1.44639 1.84332 4.09094  -0.679
C: 2.80991 2.02626 3.13833  -0.660
P: 2.66293 1.24454 1.40884  0.229
C: 3.38113 -0.52294 1.38322  0.319
C: 4.96554 -0.64353 1.78436  0.338
C: 5.77980 -1.39582 0.53307  -1.146
C: 5.06443 -1.72591 3.05590  -1.079
H: 2.77167 -3.25160 4.45709  -0.054
H: 3.79341 -4.88722 4.03767  0.267
H: 3.03382 -4.61133 5.74861  0.285
H: 1.66362 -6.04158 2.19448  0.301
H: 2.23617 -4.20442 2.25698  0.091
H: -0.79990 -5.08690 3.09646  0.336
H: -0.11356 -3.33568 2.79647  -0.454
H: -1.68357 -5.10865 0.88532  0.281
H: 0.10024 -5.47487 0.36287  0.318
H: -1.13985 -3.56496 -1.06556  0.315
H: 0.54200 -3.01995 -0.41404  0.241
H: -1.89919 -2.44989 1.60484  0.505
H: -2.08064 -1.47414 -0.06996  0.301
H: 0.82901 -1.64333 1.25326  -0.481
H: -0.06674 -0.17982 0.28411  -0.890
H: -0.54227 0.90492 2.35799  0.273
H: -1.63679 -0.56248 2.80152  -0.006
H: -0.35440 -1.27616 4.61557  0.476
H: 1.11144 -1.58341 3.47670  -0.824
H: 0.81294 0.46704 5.79222  0.373
H: 2.33523 -0.11312 4.84703  0.068
H: 1.68461 2.53652 5.03647  0.368
H: 0.49062 2.34099 3.60818  0.318
H: 3.01356 3.20042 3.09274  0.435
H: 3.69024 1.54616 3.75310  0.358
H: 1.32845 1.37887 0.88524  0.093
H: 3.51700 2.03714 0.51251  0.189
H: 3.19460 -0.97029 0.29696  0.512
H: 2.77638 -1.18862 2.13072  -0.752
H: 5.47300 0.38554 2.08839  0.409
H: 5.73307 -2.55839 0.77534  0.309
H: 6.93136 -1.11558 0.53346  0.294
H: 5.25864 -1.23824 -0.50880  0.323
H: 4.90172 -1.20639 4.09227  0.276
H: 6.11504 -2.28019 3.07209  0.404
H: 4.25026 -2.58902 2.93202  0.103
C: -0.60414 1.54012 -1.96931  -0.826
C: -0.81326 0.18396 -2.61900  0.160
O: -2.13072 -0.00186 -3.13569  -0.420
C: -2.55017 0.91224 -4.14563  -0.452
C: -1.67698 0.88625 -5.38798  -0.715
H: -1.32658 1.69364 -1.16069  0.210
H: 0.40721 1.61214 -1.55495  0.149
H: -0.73232 2.35811 -2.68136  0.395
H: -0.66152 -0.59561 -1.86503  -0.188
H: -0.07097 0.00080 -3.40384  0.273
H: -2.62060 1.92404 -3.73284  0.286
H: -3.56857 0.62335 -4.42526  0.394
H: -0.64712 1.17961 -5.16971  0.101
H: -2.06774 1.57472 -6.14423  0.292
H: -1.64612 -0.12312 -5.81331  0.317
C: 1.41952 5.37448 -6.58996  -1.094
C: 1.08740 3.89421 -6.64911  -0.309
O: -0.28980 3.63072 -6.91575  -0.328
C: -0.80363 4.13017 -8.14783  -0.356
C: -0.09483 3.57428 -9.37059  -1.067
H: 0.80971 5.87443 -5.83000  0.303
H: 2.47671 5.51810 -6.34212  0.387
H: 1.22889 5.87408 -7.54214  0.266
H: 1.30788 3.44398 -5.67550  0.285
H: 1.71893 3.37423 -7.37802  0.325
H: -0.78943 5.22512 -8.14618  0.308
H: -1.85777 3.83704 -8.18862  0.341
H: 0.96310 3.84771 -9.38908  0.264
H: -0.55549 3.95787 -10.28670  0.399
H: -0.14977 2.47995 -9.38057  0.283
C: -5.66374 1.23929 1.10438  -1.236
C: -4.76271 0.25948 1.83451  0.210
O: -4.35973 0.71205 3.12680  -0.393
C: -5.40323 0.95829 4.06593  -0.340
C: -6.24840 -0.26667 4.36874  -1.045
H: -5.16964 2.21117 1.00107  0.317
H: -5.90734 0.86132 0.10563  0.391
H: -6.60266 1.40528 1.63678  0.324
H: -3.84534 0.12258 1.25233  -0.136
H: -5.22921 -0.72909 1.90958  0.314
H: -6.02494 1.79413 3.72836  0.314
H: -4.91967 1.28950 4.99075  0.326
H: -6.76691 -0.63513 3.48009  0.263
H: -7.00518 -0.03162 5.12416  0.402
H: -5.61985 -1.08279 4.74230  0.285

Atoms 1-3, force components in eV/Å:
0.090 -0.289 0.817
1.429 1.136 -0.806
-0.269 0.641 -0.180

DFT (ωB97M-V/def2-TZVPD) results for 3 unconnected molecules or ions with the total composition C28H66O9P2Si.

## Properties
- Total energy: -74979.135 eV
- LUMO level: -1.978 eV
- Frontier orbital gap: 7.5547 eV
- Net charge: 0
- SMILES string: CCCC[Si@H](CCCCCCOC)CCC(C)C.CCOP(=O)(OCC)OCC.CCOP(=O)(OCC)OCC

Each line ends with the Mulliken charge.
Cartesian coordinates (Å):
C: 2.57213 0.72334 5.44165  -0.928
C: 0.94781 0.34760 5.55434  -0.213
C: 0.74678 -1.14685 4.90730  -0.442
C: -0.79774 -1.63762 5.15382  -0.662
Si: -1.95212 -1.37687 3.58605  -0.160
C: -1.37354 0.29374 2.79712  -0.157
C: -1.90316 0.34582 1.24650  0.073
C: -1.99586 1.84641 0.59253  -0.601
C: -3.54165 2.47406 0.70745  -0.671
C: -3.88178 2.55708 2.31136  0.340
C: -5.22064 3.43164 2.68817  -0.551
O: -5.55412 3.07639 4.10524  -0.227
C: -6.18952 4.20996 4.79466  -0.642
C: -3.78301 -1.29755 4.29097  -0.309
C: -4.88600 -2.00766 3.30856  -0.648
C: -6.34566 -2.30084 3.99339  0.367
C: -7.38196 -1.02687 3.99316  -0.912
C: -6.29253 -2.88077 5.52696  -1.248
H: 3.22281 -0.26172 5.56549  0.245
H: 2.83780 1.50711 6.26907  0.304
H: 2.81005 1.19806 4.37507  0.231
H: 0.33194 1.13599 4.91308  0.029
H: 0.64390 0.40819 6.70202  0.340
H: 0.93624 -1.17122 3.74852  0.107
H: 1.45681 -1.97187 5.38775  0.380
H: -1.26394 -0.97740 6.03115  0.285
H: -0.90396 -2.78433 5.42911  0.316
H: -1.77198 -2.41469 2.57949  -0.166
H: -1.77875 1.14924 3.49014  0.262
H: -0.18743 0.42505 2.77690  0.295
H: -1.15240 -0.28422 0.60259  -0.240
H: -2.99102 -0.11534 1.19185  0.069
H: -1.29277 2.64697 1.07708  0.294
H: -1.68858 1.77848 -0.55211  0.211
H: -3.65364 3.49333 0.13225  0.319
H: -4.22997 1.67507 0.15885  0.260
H: -4.08976 1.44760 2.67206  -0.379
H: -2.90538 2.94717 2.84523  0.183
H: -4.96080 4.56884 2.54953  0.361
H: -6.17979 3.15086 2.06621  0.211
H: -7.34874 4.05535 4.74049  0.244
H: -5.88801 4.14307 5.94052  0.200
H: -5.82871 5.26950 4.42652  0.265
H: -4.12467 -0.17978 4.50920  0.204
H: -3.71902 -1.81965 5.35684  0.425
H: -5.08555 -1.25008 2.40836  0.071
H: -4.49436 -3.00479 2.78800  0.295
H: -6.85392 -3.15801 3.33550  0.334
H: -7.58130 -0.64163 5.09724  0.256
H: -8.40342 -1.42430 3.54094  0.269
H: -6.92589 -0.20349 3.29704  0.180
H: -5.40970 -3.63470 5.72987  0.266
H: -6.22537 -2.00191 6.33036  0.290
H: -7.29034 -3.48158 5.72629  0.326
C: -0.02672 -2.88700 -0.01873  -0.826
C: 1.16479 -2.45028 -0.85303  -0.329
O: 1.04451 -2.85846 -2.20797  -0.317
P: -0.17339 -2.15370 -3.08140  1.164
O: 0.61927 -0.85893 -3.38605  -0.720
O: 0.19313 -2.78606 -4.58146  -0.392
C: 0.59272 -1.95737 -5.66961  -0.460
C: 2.10694 -1.81355 -5.70809  -0.918
O: -1.05901 -3.60032 -2.74101  -0.383
C: -1.28590 -4.61326 -3.71362  -0.178
C: -0.06410 -5.49674 -3.94587  -1.027
H: -0.94283 -2.39007 -0.35289  0.318
H: 0.12365 -2.63998 1.03558  0.183
H: -0.19120 -3.96555 -0.11013  0.306
H: 1.29250 -1.36362 -0.80710  0.249
H: 2.07734 -2.90800 -0.45298  0.311
H: 0.08732 -0.98388 -5.63353  0.337
H: 0.25651 -2.44053 -6.59224  0.358
H: 2.52721 -1.55115 -4.73604  0.168
H: 2.40605 -1.05695 -6.43649  0.372
H: 2.56583 -2.77008 -5.99084  0.317
H: -1.65617 -4.17104 -4.64101  0.265
H: -2.09709 -5.24348 -3.33324  0.360
H: 0.86085 -4.93717 -4.10642  0.219
H: -0.22856 -6.14288 -4.81846  0.346
H: 0.11747 -6.13253 -3.07373  0.331
C: 5.27418 5.68364 -4.10516  -1.001
C: 6.61920 5.02641 -3.84939  -0.328
O: 6.53272 3.60907 -3.87417  -0.306
P: 6.16644 2.92161 -5.33570  1.072
O: 7.61524 2.99158 -5.87758  -0.740
O: 6.35244 1.31785 -4.91406  -0.423
C: 7.36139 0.49883 -5.49857  -0.397
C: 8.63530 0.53970 -4.66760  -1.086
O: 4.54773 2.84343 -4.73027  -0.367
C: 3.94558 1.63174 -4.29128  0.034
C: 4.41316 1.20616 -2.90292  -0.981
H: 4.91892 5.46894 -5.11787  0.291
H: 5.34354 6.76931 -3.99697  0.402
H: 4.51798 5.30568 -3.40947  0.223
H: 7.36001 5.36173 -4.58289  0.293
H: 6.98290 5.31492 -2.85602  0.292
H: 7.54266 0.77800 -6.54434  0.360
H: 6.98149 -0.52732 -5.51925  0.360
H: 8.93958 1.55726 -4.41790  0.295
H: 9.45606 0.04572 -5.19183  0.371
H: 8.47366 0.02601 -3.71080  0.282
H: 4.09330 0.84509 -5.03428  0.134
H: 2.86562 1.81020 -4.24933  0.361
H: 5.49878 1.22391 -2.77835  0.283
H: 4.06045 0.18964 -2.68332  0.231
H: 4.01278 1.88334 -2.14203  0.338

Atoms 1-3, force components in eV/Å:
-0.494 0.103 -0.319
1.394 -0.182 -0.643
-0.809 -0.747 0.522